(1)
ORCA calculation (ωB97M-V/def2-TZVPD) on an isolated molecule of C3H6N2O2 in a non-equilibrium geometry.

The value obtained for the frontier orbital gap is 10.78 eV. As for the molar mass: 102.093 g/mol. Its SMILES is [H]/N=C(/C)N(O)C=O. The calculation puts the highest occupied orbital energy at -10.046 eV. The energy relative to the best compared isomer or geometry (same formula, charge and spin) comes out at 390.1 kJ/mol.

Last column: Mulliken charge in e.
Cartesian coordinates (Å):
H  -0.701994  1.783957  -0.719360  0.34
N  -1.512647  1.172629  -0.652009  -0.67
C  -1.094321  0.147297  -0.038108  0.49
C  -1.831750  -1.157836  0.159601  -1.12
N  0.192551  0.083059  0.616398  0.12
O  0.903368  1.275044  0.490332  -0.50
C  1.094314  -0.854712  -0.140656  0.14
O  2.202455  -0.578155  -0.435691  -0.46
H  -1.502476  -2.159055  0.207644  0.39
H  -2.745236  -1.007360  -0.440716  0.34
H  -2.119086  -0.911468  1.160244  0.29
H  1.753344  1.004266  0.074235  0.35
H  0.700084  -1.883763  -0.354916  0.28

Atoms 1-6, force components in eV/Å:
H -0.2 0.7 0.3
N 0.2 -1.3 0.1
C 1.0 -0.8 -1.1
C -2.3 3.1 0.1
N 2.8 -1.3 -2.4
O -0.3 1.2 0.7

(2)
ORCA calculation (ωB97M-V/def2-TZVPD) on a structure of composition C18H42AgN6O6 in a non-equilibrium geometry.

The value obtained for the frontier orbital gap is 9.62 eV. As for the molar mass: 546.438 g/mol. The calculation puts the highest occupied orbital energy at -11.194 eV. The energy relative to the best compared isomer or geometry (same formula, charge and spin) comes out at 48.5 kJ/mol. As for the net charge: +1.

Last column: Mulliken charge in e.
Cartesian coordinates (Å):
Ag  -12.066769  -2.729455  10.303571  1.22
C  -7.827718  -4.766391  10.213403  -1.81
C  -9.021161  -4.096563  10.771361  0.37
O  -10.105876  -4.155062  10.197142  -0.28
N  -8.830583  -3.388511  11.895362  0.45
C  -7.579722  -3.314573  12.595680  -1.28
H  -7.574365  -5.546778  10.930257  0.45
H  -6.963046  -4.119016  10.188896  0.39
H  -8.002931  -5.351004  9.317342  0.36
H  -9.612804  -2.986752  12.401714  0.11
H  -7.089852  -4.288418  12.653694  0.38
H  -7.727383  -2.900917  13.560966  0.44
H  -6.846330  -2.676097  12.124302  0.37
C  -9.993084  -0.289861  8.420590  -1.26
C  -10.929033  0.203632  9.436276  0.78
O  -11.230891  -0.478451  10.456856  -0.21
N  -11.520943  1.385635  9.240377  -0.17
C  -12.603515  1.848725  10.011784  -0.72
H  -9.129338  -0.826683  8.840688  0.22
H  -9.632427  0.537616  7.797128  0.42
H  -10.537120  -0.929057  7.717260  0.28
H  -11.359848  1.810149  8.354868  0.23
H  -13.428421  2.012122  9.355211  0.41
H  -12.460707  2.779727  10.572013  0.32
H  -12.901410  1.160329  10.795475  -0.05
C  -11.756684  -5.507130  12.883377  -0.72
C  -12.882302  -5.752651  11.865731  0.37
O  -13.097736  -4.939564  10.997854  -0.18
N  -13.554016  -6.930831  11.923386  -0.23
C  -14.571567  -7.253608  10.920987  -0.67
H  -12.232461  -4.797203  13.585082  0.27
H  -10.826998  -5.216795  12.371850  -0.22
H  -11.568499  -6.405094  13.466790  0.51
H  -13.422047  -7.497793  12.740591  0.25
H  -14.218256  -7.033085  9.921644  0.06
H  -15.569484  -6.825790  10.958073  0.25
H  -14.758787  -8.351164  10.890508  0.39
C  -14.437943  -5.372889  7.064062  -1.58
C  -13.340266  -4.698450  7.902506  0.65
O  -13.485853  -3.571246  8.386570  -0.62
N  -12.190952  -5.376248  8.105318  0.22
C  -11.845592  -6.709330  7.582293  -1.07
H  -15.239497  -4.704019  6.978231  0.42
H  -14.712198  -6.320621  7.522254  0.35
H  -14.080665  -5.541684  6.060935  0.43
H  -11.394669  -4.951105  8.544498  0.04
H  -11.124823  -7.173997  8.219227  0.32
H  -11.321720  -6.682797  6.599828  0.31
H  -12.779950  -7.290355  7.623460  0.39
C  -15.934388  -0.096469  10.139862  -1.33
C  -15.377276  -1.474395  10.515401  0.53
O  -14.254430  -1.631342  11.001131  -0.28
N  -16.217532  -2.506505  10.155715  -0.14
C  -15.849097  -3.899613  10.365323  -0.28
H  -16.788523  0.098251  10.786895  0.41
H  -16.385694  -0.052752  9.174446  0.43
H  -15.178674  0.681133  10.309165  0.10
H  -17.123063  -2.282391  9.850757  0.17
H  -16.018278  -4.450328  9.435395  0.22
H  -16.489314  -4.388093  11.113096  0.32
H  -14.827765  -3.863851  10.713621  -0.18
C  -9.536691  -0.348692  13.195905  -1.27
C  -10.894681  -0.970989  13.273756  0.72
O  -10.991996  -2.178378  13.238840  -0.78
N  -11.920873  -0.147893  13.557088  -0.16
C  -13.296367  -0.601392  13.938402  -0.66
H  -8.914809  -0.813826  13.968849  0.26
H  -9.521235  0.729230  13.350382  0.46
H  -9.070416  -0.528702  12.213503  0.20
H  -11.678584  0.834845  13.691730  0.26
H  -13.335433  -1.131835  14.867376  0.35
H  -13.714124  -1.186030  13.077421  -0.06
H  -13.962274  0.228648  14.089801  0.35

Atoms 1-6, force components in eV/Å:
Ag -0.2 -0.1 0.1
C 0.5 -1.3 0.6
C 0.2 1.0 0.0
O -0.9 -0.2 -0.3
N 0.1 -0.3 -0.1
C 0.9 -0.6 -0.6

(3)
ORCA calculation (ωB97M-V/def2-TZVPD) on a structure of composition C5H11N3O in a non-equilibrium geometry.

The value obtained for the frontier orbital gap is 9.26 eV. As for the molar mass: 129.163 g/mol. The calculation puts the highest occupied orbital energy at -8.699 eV. The energy relative to the best compared isomer or geometry (same formula, charge and spin) comes out at 975.6 kJ/mol.

Last column: Mulliken charge in e.
Cartesian coordinates (Å):
C  -0.690479  -0.273660  -2.126183  -0.97
C  -1.125601  -0.218275  -0.700605  0.33
C  -0.219205  -1.123642  0.102255  -0.83
C  1.236050  -0.960026  0.505662  -0.36
C  0.836826  1.155764  1.338710  0.51
H  -1.695844  -0.839274  -2.963466  0.24
H  -0.542442  1.099606  -2.543338  0.20
H  0.685806  -0.794327  -1.967729  0.21
H  -2.206830  -0.576691  -0.501502  0.45
H  -0.257977  -2.141944  -0.368200  0.37
H  -1.115790  -1.530549  0.926705  0.34
H  1.160583  -1.373815  1.786160  0.30
H  2.078629  -1.489463  -0.223434  0.28
H  2.146829  1.388373  2.702109  0.26
H  -1.383806  1.492286  1.619327  0.20
H  -0.023443  1.697068  -0.955841  0.34
N  1.218690  1.517814  2.504406  -0.69
N  -0.663079  1.122238  1.000274  -0.14
N  -0.904542  1.261329  -0.427431  -0.64
O  1.465624  0.587188  0.292121  -0.41

Atoms 1-6, force components in eV/Å:
C 0.9 0.9 -4.0
C 0.8 1.6 -2.0
C -4.1 -5.0 2.0
C 0.1 0.5 1.1
C -4.1 0.4 1.5
H 3.9 1.5 2.4